Record 1
91
Properties=species:S:1:pos:R:3 method="wB97M-V/def2-TZVPD" relative_energy_kcal_mol=54.8 lumo_energy_ev="-0.27 / -0.27" gap_ev="4.31 / 4.32"
H 1.2457 0.7804 2.0705
C -2.9343 -3.3184 -1.2223
H -4.2447 -2.7076 2.4182
C -4.6729 3.0252 -0.4910
H 4.8543 2.9306 -3.1749
H -4.7961 -4.8406 1.1922
H 4.3436 0.7950 -2.0368
H 2.0619 4.9820 -0.6071
C -1.1094 0.1353 6.2248
H 1.6769 -2.0209 -0.2232
H -6.1978 1.5183 -0.3608
P -1.7322 -0.7519 -1.1466
H -3.2188 -1.0911 -2.8205
H -3.5305 1.1640 -2.8128
O -0.8321 2.1888 3.4926
H 7.5654 -0.4516 0.1624
H 2.8616 1.5597 2.1529
C 6.5436 -2.2905 0.6837
C 3.0020 1.6878 -0.5857
C -2.5102 0.8637 -3.0620
C -0.9835 -0.0994 4.8565
C -0.5636 -0.8061 7.1172
C -2.4680 2.1716 -0.7837
C 0.0296 -0.6368 -3.9415
H 2.6373 -0.1709 2.6201
C -4.1691 -4.0897 0.7173
C -2.5894 -2.1657 -0.4907
H -2.6366 -3.4149 -2.2686
Cd -0.5632 1.1890 -0.2141
H -2.8626 4.2779 -0.6376
S -1.5292 0.9253 3.4920
H -1.8530 -1.1768 -4.9021
C -3.3069 3.2743 -0.5911
C -2.2526 -0.5456 -2.8775
P 2.6293 0.0990 0.2387
C 0.1423 1.3760 -2.2283
C 5.4384 -0.1949 0.1877
C -0.4382 2.2568 -3.3158
C 0.5603 -0.0309 -2.5973
H 0.7663 -3.0033 4.8395
C 3.8537 1.7130 -1.7083
H -1.2994 -2.3218 -3.6921
C 6.6085 -0.9415 0.3303
C 2.3233 0.6240 1.9346
H 0.5442 -2.6570 7.3317
H -3.9191 -5.2169 -1.1214
H 1.0183 1.9009 -1.8167
C 0.2266 -2.1486 5.2486
H 3.1704 -2.6002 1.0533
H 1.7613 2.9273 0.7259
C 4.1329 -2.1516 0.7932
H 7.4594 -2.8647 0.7905
C 0.1090 -1.9425 6.6276
H -1.6248 1.0303 6.5804
C -2.8724 0.8216 -0.5695
C -3.6990 -4.2959 -0.5854
H -1.6387 2.4402 -1.4535
H 0.1838 -2.0417 -1.7921
C 4.1311 2.9154 -2.3627
H -5.3716 3.8710 -0.4726
C 1.3385 -0.9939 -0.3587
H 5.4910 0.8645 -0.0723
C -5.1230 1.6990 -0.4146
C -0.3435 -1.2366 4.3493
C 5.3048 -2.8972 0.9019
H -1.5975 1.3351 -4.9217
H -4.6195 -0.4088 -0.2103
O -2.9699 0.9116 3.3910
C -3.8631 -2.9142 1.4171
C 4.1901 -0.8141 0.3659
C -1.3557 -1.2458 -3.9188
C 2.5950 4.0747 -0.9008
C -3.0422 -1.9661 0.8216
N -0.8622 -0.0758 2.3482
C 0.2932 -1.0056 -1.4235
H 5.2386 -3.9468 1.1714
C 3.4657 4.0866 -1.9943
H 3.6393 5.0180 -2.5423
C -4.2423 0.6022 -0.3647
C -0.3206 -1.2120 2.8817
H -2.4278 2.6576 -4.0854
H 0.2712 2.4261 -4.1407
C 2.4001 2.9009 -0.1624
S 0.3407 -2.3831 1.9029
H 1.6505 0.0257 -2.7618
C -1.7845 1.7729 -3.9300
H 0.7313 -1.4351 -4.2231
H 0.1225 0.1432 -4.6930
H -0.5765 3.2596 -2.8843
H -0.6482 -0.6539 8.1978
H -2.7570 -1.0435 1.3377

***

Record 2
63
Properties=species:S:1:pos:R:3 method="wB97M-V/def2-TZVPD" relative_energy_kcal_mol=64.3 lumo_energy_ev=0.65 gap_ev=8.09 smiles="CNC(=S)N(CCc1c(C)[nH]c2ccc(OC)cc12)Cc1cc(OC)c(OC)c(OC)c1"
H 1.9572 -4.0295 0.9755
H 0.9691 3.5830 0.5209
C -2.6546 -3.4383 0.6045
H 2.1309 2.6578 1.4848
C 0.0877 -0.5054 -2.0379
H 0.0673 0.2216 -2.8342
C 0.4050 0.6183 1.9364
H -4.5932 0.7643 -0.5239
H -3.8694 -1.1269 -3.5253
N 2.8759 0.9917 -0.5973
C 1.1594 -3.6918 1.6428
H 2.8273 3.0676 -0.9326
H 0.8868 -4.5022 2.3182
H -3.5099 -0.5462 1.2275
C -2.8731 1.9943 -0.9407
O -0.0172 -3.3852 0.9334
H -3.2032 -2.6324 -2.8448
O -3.4155 2.7651 -1.9364
C -2.9586 0.2310 0.7184
C 3.8806 0.7654 0.2766
C 1.1901 -1.6855 -0.2871
C -4.6998 2.4502 -2.4069
N 4.3487 1.8227 0.9878
C -3.5655 0.9760 -0.2738
H -4.8913 3.1417 -3.2268
H 2.4552 0.4770 -2.5599
C -0.9408 1.5608 0.3990
H -3.7284 -3.6227 0.5353
C -1.5648 2.2979 -0.6001
H 1.5173 -2.8384 2.2264
C -1.0851 -1.2263 -1.8115
C 2.1519 2.2453 -0.6499
C 2.5157 -0.0137 -1.5833
H -5.4634 2.5933 -1.6338
H 5.4318 2.5242 2.6053
H -1.0632 3.1010 -1.1161
H 4.1885 2.7443 0.6112
C -1.6432 0.5144 1.0411
H -1.0057 -0.8299 2.5503
C 0.3544 1.6128 0.9964
H 1.9294 1.1044 3.3443
C 1.2243 -0.7314 -1.2928
S 4.5064 -0.7544 0.5373
H 3.3294 -0.7444 -1.6054
H 1.1475 -0.4559 3.6185
O -2.2844 -2.9269 -0.6546
O -2.0879 -0.8879 -2.6694
C 1.4226 2.5981 0.6585
C -3.3261 -1.5600 -2.6839
H 2.3155 -0.2605 2.3049
H 1.4024 2.1427 -1.4345
H -3.8875 -1.3942 -1.7626
H 2.0902 -1.8689 0.2736
H -2.1411 -4.3756 0.8290
N -0.7996 -0.0374 1.9663
C 5.4681 1.7057 1.8881
C -1.1238 -2.1958 -0.7998
H 6.4265 1.7291 1.3595
C 1.5097 0.2277 2.8532
H -4.7500 1.4227 -2.7823
C 0.0407 -2.4150 -0.0381
H -2.4611 -2.7237 1.4067
H 5.3942 0.7548 2.4135

***

Record 3
79
Properties=species:S:1:pos:R:3 method="wB97M-V/def2-TZVPD" relative_energy_kcal_mol=0.9 charge=+1 lumo_energy_ev=-4.78 gap_ev=6.25
O -0.9163 1.2594 -2.1228
C 4.3013 0.8894 -2.1255
C -4.5963 0.9243 2.2022
C -0.9114 -1.9043 -3.8373
C -3.4026 -0.8761 -4.1589
H 2.1762 -3.2660 -0.8090
H -0.9189 4.3335 2.4536
C 4.1634 1.2237 -3.4663
C -1.4506 -1.8567 -5.1146
H 0.7422 -4.1993 3.7584
N -2.8679 -0.7689 -0.4984
C 1.9130 0.4480 -3.3380
H 1.6063 2.8280 0.2887
C 2.9459 1.0097 -4.0816
C 2.3267 -1.1862 4.7286
Cl -4.2227 0.9084 4.9172
C 2.3585 -0.4887 2.0512
H -4.3979 -0.4605 -4.2198
C -3.5524 -0.5161 -1.7071
H 4.1321 -2.2661 4.3266
H 3.5217 -4.8497 0.5420
C -2.4808 -0.9365 1.8306
H 0.9363 0.2884 -3.7798
C -0.1396 3.2785 -0.4900
C 3.3563 -1.6339 3.9170
C -3.8332 0.3794 3.3382
N -1.5577 -1.4697 -2.7611
H 4.2990 0.1385 0.4444
H 0.5214 -0.0374 4.8672
Br 2.2806 -1.7032 6.5429
N 2.2700 -0.1764 0.6764
O 1.0638 2.5100 -0.4450
N 0.7874 -2.9104 0.6626
O -0.3788 3.4359 -3.2259
N -1.5458 -1.7547 1.5070
C -2.8423 -0.5054 3.1630
H 0.7601 5.0109 -1.3789
H -2.3025 -0.8995 4.0081
P -1.1047 2.7430 -1.9792
C 3.3049 0.0760 -0.0084
C 1.8869 -3.5032 0.2098
H 2.7842 1.2722 -5.1175
N 2.0443 0.1075 -2.0635
P -1.1728 2.7939 0.9421
H -0.7903 5.3462 -0.5872
H 0.0818 -2.3089 -3.6732
O -0.5626 3.4587 2.2523
H 4.1511 -1.6711 1.9310
O -1.1456 1.3136 1.1023
H -0.8629 4.2146 -3.5274
C 1.3269 -0.0448 2.8777
O -4.6756 -0.0931 -1.8023
H 5.2313 1.0595 -1.5989
O -1.2820 -2.8472 3.5356
C 3.2142 0.3493 -1.4581
H -2.7737 3.4789 -0.2535
H -0.8831 -2.2291 -5.9559
C 1.1065 -4.0309 2.7550
H 0.5345 0.5662 2.4601
C 0.1371 4.7764 -0.5165
H -3.1714 -1.2672 -6.2576
H 4.9920 1.6539 -4.0127
C -3.2668 -0.3657 0.6565
O -2.5633 3.4750 0.7493
C -2.7185 -1.3256 -5.2771
C -0.8605 -2.5544 2.4438
C 2.2451 -4.6508 2.2677
Pb -0.2522 -0.4828 -0.5866
H 0.6667 5.0876 0.3872
C 3.3720 -1.2836 2.5757
C 2.6434 -4.3849 0.9686
H 2.8097 -5.3312 2.8913
C 1.3162 -0.3826 4.2200
H -4.9000 0.9769 0.1181
Cl -5.8154 2.0780 2.5138
C 0.4079 -3.1753 1.9147
O -2.4738 3.3173 -1.7776
C -2.7853 -0.9697 -2.9230
C -4.3405 0.5574 0.9377

***

Record 4
81
Properties=species:S:1:pos:R:3 method="wB97M-V/def2-TZVPD" charge=-1 lumo_energy_ev=1.39 gap_ev=6.81
H -5.3898 1.8951 -1.8298
C -5.0748 2.8843 -1.5215
C -0.8162 1.6626 -0.1068
C -4.1369 4.5174 -0.3380
C 1.0471 -0.3336 -1.9923
H 3.0564 -6.4095 0.0931
H -0.8779 -7.0667 0.7123
H 1.6681 -7.5190 0.2340
H 3.5996 0.2776 0.9663
H 0.7509 -0.4695 0.8628
H 1.2868 -5.2903 3.4237
C 1.7594 5.3236 -1.6353
H 2.3934 -7.1488 -1.3266
C -2.7316 2.4323 1.3827
H -0.9588 1.3849 2.1120
H 1.7082 -6.6730 2.3702
H 3.9454 0.7601 -0.5348
F 2.7792 6.9458 -0.2451
C -1.5921 1.3778 1.2216
H -2.2699 3.3926 1.1198
F 0.1389 8.0732 0.2801
H 3.9720 -4.0071 2.3744
H 2.9614 -5.8302 3.1974
C 0.4787 6.7765 0.1090
O 0.6684 -2.9420 1.1675
H -0.9317 2.7170 -0.4041
H -3.5793 4.9780 0.4660
C 1.7541 4.1639 -0.6129
F 1.4126 7.6520 -1.8523
H 2.5588 4.3274 0.1116
H -2.7515 -4.5794 1.0210
S 1.7935 2.1763 2.0541
H -5.8610 4.1905 -3.1305
H -1.9978 -4.6531 -0.5827
H -4.6506 6.1668 -1.6298
H 0.7636 4.1120 -0.1547
F 3.3730 2.7161 2.0436
C -0.9445 -6.3060 1.5068
N 3.2953 0.1819 -0.0051
H -1.9548 -6.3642 1.9166
O -0.2215 1.3189 -3.2603
C 2.0068 -5.6729 2.6874
C -4.7098 5.1011 -1.4455
C 2.1172 -6.7161 -0.3595
H 0.9254 -6.1469 -2.5690
H 3.1826 -2.9309 1.2378
C 0.3706 -5.7243 -1.7297
H -3.0381 2.5282 2.4357
N -4.3516 3.1839 -0.4142
N 2.1823 -4.7713 1.5646
P 0.8504 -4.2990 0.5309
C 2.9954 -3.6442 2.0390
H 2.0335 -0.6500 -2.3664
H -3.5813 1.2909 -0.1933
H 2.6903 5.3775 -2.2195
H 0.9445 5.1902 -2.3585
F -0.6295 6.1413 -0.2926
H 2.5259 -3.1054 2.8685
C -3.9318 2.0925 0.4746
H -1.7543 -3.2520 0.4739
H -0.3051 -6.6103 2.3309
H 3.1644 2.7090 -1.2715
Nb 1.3128 0.9392 -0.1481
H -0.5086 -6.3568 -1.5554
H 0.0222 -4.7416 -2.0518
H 0.5512 -1.2649 -1.6669
C 1.6382 6.6691 -0.9284
N 1.1980 -5.6131 -0.5307
Br 0.0861 -0.9903 -4.7416
C -5.3271 4.0556 -2.1980
H 1.7731 2.7908 -2.3527
C -1.8462 -4.3401 0.4596
C 2.0592 2.7750 -1.2880
F 0.8487 6.3189 1.3004
O 1.7737 1.1924 3.1176
H -2.0780 0.3927 1.1491
N -0.6659 -4.9634 1.0548
H -4.7775 1.6631 1.0286
O 0.8715 3.2418 2.3861
H -1.3321 1.0728 -0.8901
C 0.2890 0.2548 -3.1521

***

Record 5
117
Properties=species:S:1:pos:R:3 method="wB97M-V/def2-TZVPD" relative_energy_kcal_mol=17.3 charge=-2 lumo_energy_ev=3.44 gap_ev=4.77
C -0.9893 3.7870 3.1481
C 6.9962 -3.4799 0.9401
H 6.5640 0.2599 -2.7287
H 6.3168 -5.5140 0.6607
C -3.7432 -5.3603 1.0157
H -2.5690 0.8561 4.0321
C -2.7769 3.9258 0.1210
C 5.6468 1.7082 -1.4376
C 2.8553 -4.5751 -3.9664
C 1.7068 0.7274 -4.7009
C -5.9233 3.3038 2.1118
H 2.8565 3.3140 3.9140
H -0.9537 4.1025 4.1983
H -3.4125 1.1852 -1.9480
C -0.8941 1.4949 -4.7759
Ba 1.6217 -0.5088 2.5113
H -1.0540 3.1990 -0.9323
H -4.5983 -1.1764 2.8376
I 2.1207 -1.1062 5.8087
C 2.1520 -2.0354 -3.0197
C 1.9927 -3.7717 -4.6939
H -3.7942 -3.0401 3.4712
H -6.9483 3.2340 1.7426
H 1.5478 3.2186 5.0786
C -4.0937 -4.7321 2.2029
C -2.2290 1.8736 -5.0085
H -1.6539 -1.0453 7.7470
H 0.9606 -1.8992 -4.8055
Si 0.6451 2.7839 2.7499
H 4.0271 -4.7315 -2.1583
C -5.4428 0.7484 2.4578
H -4.2009 1.9571 -4.1552
O 2.4318 -1.5348 0.2524
C -1.8680 2.9218 -0.2716
C -3.1548 1.7117 -4.0185
H -1.0162 -3.1042 6.5325
H -4.1690 -6.3243 0.7625
H 1.5821 -4.1230 -5.6337
H 3.3820 -2.5229 -1.3200
H -2.6808 3.4500 -6.4030
H 2.7379 0.3906 -4.6891
C -2.7010 1.2585 -2.7607
C -2.2715 -0.0342 4.5727
C 1.2338 3.8512 1.2260
C 4.6959 -4.1083 0.8490
C -3.2454 -0.0551 1.6581
P 1.6545 -0.4960 -2.1617
H 7.3872 -1.4028 1.2954
C -4.4407 -0.2411 2.3150
H -0.9559 1.5839 -7.9006
H 1.1365 4.9266 1.4272
C 3.3616 -4.1169 -2.7536
H 3.9148 -4.8569 0.7654
H -1.0704 4.6915 2.5327
C -5.0763 4.3261 1.3055
H -1.9134 3.2113 3.0186
C -1.7622 -1.0967 6.6712
H 4.4647 -0.9347 -3.1811
H 2.3849 1.7434 -0.5578
H 3.1270 -5.5573 -4.3353
C 5.2813 -1.7519 1.1995
C -2.6341 -2.8723 1.6690
H -6.3390 0.5198 3.0229
C -5.1825 1.9937 1.9730
C 1.6407 -2.5087 -4.2228
H -5.9841 3.5906 3.1637
C 1.8059 3.5749 4.0764
H 0.6725 3.6288 0.3126
C -0.9478 2.2537 -7.0383
H -2.5248 -5.2499 -0.7470
C 5.6404 0.6078 -2.2811
C -1.9577 -1.2070 3.8832
H 1.8707 1.4566 -6.7380
C -1.4971 -2.3045 4.6113
H 4.4699 2.9540 -0.1481
C 4.3276 -2.7811 1.0059
H -3.1194 1.8537 -6.9811
C -4.0031 2.1980 1.2306
H 8.0517 -3.7323 0.9124
S 4.8707 -0.0819 1.5579
O -1.5633 -0.8903 -0.7050
C 2.8817 -2.4046 1.0428
C -2.8260 -4.7573 0.1695
C 3.2665 0.3386 -1.9322
C 3.0075 -2.8658 -2.2790
C 6.6276 -2.1614 1.1473
H -2.6010 4.9533 -0.1719
C -3.8796 3.5411 0.8216
C -1.3876 0.9378 -2.5131
H -1.5411 -3.0745 -0.1640
H -5.6373 4.7324 0.4605
H 2.2851 3.6454 1.0088
H -4.7695 5.1725 1.9218
C -2.0191 1.6024 0.0724
H 6.5759 2.2195 -1.2180
C 4.4681 2.1238 -0.8401
C -3.5377 -3.5033 2.5265
C 3.2863 1.4377 -1.0787
H -1.1754 -3.2042 4.0983
C -1.4123 -2.2538 5.9939
C -2.1762 0.0161 5.9556
C 4.4566 -0.0694 -2.5321
H -2.3991 0.9445 6.4674
P -1.8632 -1.2416 2.0536
C -3.0540 1.1918 0.9676
C 0.9497 0.5011 -3.5727
H 1.7198 4.6700 4.0594
C 6.0344 -4.4766 0.7961
C -2.3642 2.4049 -6.4180
C -2.2679 -3.5267 0.4930
H -0.5557 3.2115 -7.3849
S -0.9508 0.4670 -0.8257
C 1.2146 1.3274 -5.8851
C -0.4141 0.9597 -3.5638
H -4.7914 -5.2013 2.8865
O 2.1684 -2.8528 1.9873
C -0.1000 1.6823 -5.9237

***

Calculated total energy in order - -3476.70641 -1796.52302 -6610.80333 -5369.10602 -4557.24997 Eh